# 1
80
Properties=species:S:1:pos:R:3 method="wB97M-V/def2-TZVPD" gap_ev=8.7 smiles="CCCCCC[C@@](C#N)([C@@](C#N)(/C(I)=C(/C)I)P(O)O)P(=O)(O)O.c1ccccc1.c1ccccc1.c1ccccc1"
C -2.35574 -0.76331 2.86761
C -1.81247 -0.44838 1.45801
C -0.53703 -1.22230 1.11395
C 0.75885 -0.55319 1.58794
C 2.00243 -1.14744 0.89799
C 2.47585 -0.39062 -0.34912
C 3.37601 0.90165 -0.21977
C 4.61457 0.67885 -1.01105
N 5.58052 0.58341 -1.61222
C 2.67148 2.16143 -0.94851
C 2.48975 1.67804 -2.32798
N 2.37289 1.32032 -3.40585
C 1.27675 2.53048 -0.39903
I -0.39611 1.64985 -1.36475
C 0.91730 3.36758 0.58015
C -0.49781 3.59676 1.05903
I 2.26897 4.63674 1.55233
P 3.92361 3.70206 -1.20257
O 4.53410 3.33612 -2.67633
O 2.82241 4.78413 -1.71469
P 4.14463 1.00229 1.46012
O 4.97988 -0.17949 1.70629
O 4.99684 2.35305 1.51093
O 2.91657 1.21232 2.44739
H -1.62153 -1.31746 3.46037
H -2.64333 0.13876 3.41263
H -3.24948 -1.39189 2.79844
H -2.57850 -0.73224 0.72774
H -1.65124 0.62642 1.32537
H -0.46892 -1.33400 0.02065
H -0.59643 -2.24259 1.51684
H 0.87028 -0.69140 2.66985
H 0.68373 0.52403 1.39862
H 2.81953 -1.32332 1.60023
H 1.71557 -2.13979 0.52491
H 1.58782 -0.12407 -0.92832
H 3.03474 -1.09197 -0.97426
H -0.52386 4.34130 1.85342
H -1.10276 3.98291 0.23060
H -0.94121 2.66350 1.41730
H 5.37655 2.86162 -2.59877
H 2.60657 4.66726 -2.65266
H 5.85960 2.13153 1.89980
H 3.18958 1.65505 3.26393
C -6.50226 -3.21859 -1.18355
C -5.56836 -2.45172 -1.86690
C -4.25622 -2.39233 -1.41674
C -3.87879 -3.10288 -0.28579
C -4.81208 -3.87062 0.39792
C -6.12460 -3.92672 -0.05053
H -7.52551 -3.26721 -1.53397
H -5.86265 -1.90086 -2.75128
H -3.52729 -1.79230 -1.94736
H -2.85412 -3.05864 0.06296
H -4.51585 -4.42582 1.27908
H -6.85398 -4.52591 0.47958
C 6.50886 6.05430 0.80590
C 6.62019 7.18372 0.00640
C 7.44679 8.22974 0.39243
C 8.16586 8.14615 1.57706
C 8.05618 7.01762 2.37761
C 7.22596 5.97410 1.99204
H 5.85929 5.24048 0.50396
H 6.06109 7.24702 -0.91882
H 7.53102 9.11123 -0.23017
H 8.81231 8.96106 1.87662
H 8.61757 6.95178 3.30085
H 7.14000 5.09688 2.62232
C -8.73868 -8.40657 -2.97885
C -8.35747 -7.16731 -3.47545
C -7.30212 -6.48024 -2.89144
C -6.62484 -7.03402 -1.81369
C -7.00469 -8.27393 -1.31842
C -8.06300 -8.95943 -1.89970
H -9.56252 -8.94193 -3.43346
H -8.88307 -6.73747 -4.31878
H -7.00452 -5.51193 -3.27396
H -5.80140 -6.49596 -1.36162
H -6.47557 -8.70652 -0.47867
H -8.36113 -9.92517 -1.51175



# 2
78
Properties=species:S:1:pos:R:3 method="wB97M-V/def2-TZVPD" gap_ev=8.4 total_charge=+1
O -3.74763 1.80928 5.90085
C -2.79019 1.74772 4.79335
C -2.61771 0.24436 4.25742
N -1.80002 0.14541 2.96870
C -2.32347 1.01416 1.86864
C -1.49272 2.38305 1.67258
N -0.09875 1.98708 1.31976
C 0.56727 1.17562 2.36567
C 1.52131 2.07339 3.33088
C 1.19623 3.58199 3.39052
C 2.07538 4.44579 4.35872
C 3.19642 3.69490 5.15687
C 3.32960 2.17774 4.89466
N 2.53955 1.36415 4.02972
C -0.36398 0.31567 3.33920
S 0.39576 -1.41550 3.40432
H -3.28447 1.52896 6.72670
H -1.79165 2.11959 5.23290
H -3.16934 2.49541 4.02284
H -3.65007 -0.23218 4.12298
H -2.08741 -0.33849 5.10433
H -1.93057 -0.84698 2.66456
H -2.39020 0.44919 0.86911
H -3.40402 1.32310 2.13874
H -1.47128 3.03620 2.61026
H -1.98069 2.98747 0.81806
H -0.14010 1.44458 0.42519
H 1.29746 0.46234 1.82642
H 0.38584 4.12330 2.80685
H 1.93031 5.57297 4.50095
H 3.88180 4.22381 5.89036
H 4.17780 1.64272 5.46305
H -0.23673 0.71868 4.41231
H 0.75737 -1.66514 4.73862
N 0.16192 1.11375 -2.07449
C -0.20666 2.21694 -2.74811
C 0.55360 2.79999 -3.74787
C 1.76921 2.21589 -4.07298
C 2.17611 1.07720 -3.39264
C 1.34270 0.56796 -2.41093
H -1.16313 2.63894 -2.45617
H 0.20480 3.68838 -4.25974
H 2.39350 2.64384 -4.84946
H 3.11884 0.59601 -3.62050
H 1.61563 -0.32279 -1.85396
N -1.55957 4.53740 -6.79159
C -2.56186 4.53502 -5.89545
C -3.46524 5.57515 -5.74656
C -3.32807 6.68659 -6.56509
C -2.30180 6.71676 -7.49727
C -1.45203 5.62510 -7.57180
H -2.62624 3.64591 -5.27586
H -4.25595 5.51784 -5.00882
H -4.01492 7.52132 -6.47749
H -2.16525 7.56837 -8.15187
H -0.63682 5.60057 -8.28777
N -0.03370 -5.65374 1.47859
C 0.64916 -6.79631 1.30201
C 1.91228 -7.02822 1.82283
C 2.51001 -6.02198 2.56715
C 1.82718 -4.82986 2.76371
C 0.56684 -4.69725 2.20411
H 0.14155 -7.55108 0.71041
H 2.41568 -7.97113 1.65033
H 3.49830 -6.16495 2.99022
H 2.26442 -4.02268 3.33909
H -0.00833 -3.78592 2.33248
N 2.85915 -6.63358 -3.58690
C 2.01636 -7.32423 -4.37134
C 0.65596 -7.43610 -4.13164
C 0.13227 -6.80167 -3.01455
C 0.98140 -6.08249 -2.18556
C 2.32636 -6.02811 -2.51404
H 2.47358 -7.80491 -5.23001
H 0.02254 -8.00491 -4.80082
H -0.92738 -6.86674 -2.79203
H 0.60688 -5.57529 -1.30485
H 3.02958 -5.47530 -1.89886



# 3
73
Properties=species:S:1:pos:R:3 method="wB97M-V/def2-TZVPD" multiplicity=4 gap_ev="7.9 / 5.7" total_charge=+1 s2=3.811
O 0.87040 -1.06931 -2.59488
C 2.20193 -1.70693 -2.68418
C 1.93926 -2.44163 -3.96092
H 2.36287 -2.42411 -1.87305
H 2.98620 -0.92938 -2.77847
C 0.67054 -1.57495 -3.97094
H 1.72567 -3.48976 -3.76527
H 2.66570 -2.28607 -4.75899
C -0.57213 -2.41875 -4.16775
H -0.69629 -3.13740 -3.33993
H -0.43804 -2.97335 -5.10429
H -1.46206 -1.79606 -4.25956
C 0.79940 -0.45089 -4.99989
H 1.71904 0.11233 -4.79712
H -0.05455 0.22177 -4.98260
H 0.88224 -0.90697 -5.99988
Tc -0.69843 0.77623 -0.46009
C -0.20060 2.84723 -0.66932
C 0.45317 3.09813 0.59144
C 1.62956 2.33134 0.65424
H 0.12538 3.84974 1.31041
C 1.75510 1.58205 -0.54837
C 0.68689 1.99392 -1.45021
H 0.76552 1.96902 -2.53363
H -0.99052 3.46283 -1.07163
H 2.36909 2.36783 1.45651
H 2.59535 0.97372 -0.84343
C -2.74624 1.11957 -0.90325
C -1.96933 1.26529 -2.09821
C -1.31358 0.02969 -2.33008
H -1.87501 2.12937 -2.74915
C -1.77087 -0.94215 -1.37083
C -2.62559 -0.25481 -0.45906
H -3.10319 -0.70934 0.40698
H -3.40605 1.87774 -0.50563
H -0.73952 -0.11052 -3.22406
H -1.50972 -1.99857 -1.33553
O 2.00061 -4.05039 0.40647
C 1.38296 -2.73869 0.43487
C 2.48837 -1.64916 0.46099
H 0.66603 -2.62072 1.27346
H 0.76824 -2.76586 -0.47794
C 3.80773 -2.41167 0.72998
H 2.29608 -0.85164 1.18950
H 2.53765 -1.16622 -0.52309
C 3.38683 -3.88334 0.83266
H 4.30363 -2.10617 1.65593
H 4.48521 -2.26169 -0.13157
H 3.46395 -4.20349 1.88687
H 3.99184 -4.57085 0.22183
C 1.08186 -0.19423 4.56525
C 1.01852 -0.80629 3.30676
C 0.25233 -0.22783 2.29644
C -0.54758 0.91470 2.55628
C -0.41036 1.56953 3.79662
C 0.37413 0.99610 4.79386
N -1.42677 1.35200 1.57375
C -2.58313 1.98032 2.07767
C -3.30639 1.35587 3.13347
C -4.30853 2.00756 3.84236
C -4.70016 3.29963 3.46765
C -4.02310 3.93770 2.42003
C -2.99927 3.29349 1.71696
H 1.69383 -0.65253 5.34071
H 1.57860 -1.72397 3.10698
H 0.20466 -0.66128 1.28065
H -0.93954 2.50713 3.96946
H 0.44863 1.49088 5.75458
H -2.98829 0.35751 3.43204
H -4.78279 1.49971 4.67807
H -5.49015 3.81078 4.02208
H -4.29733 4.96401 2.15450
H -2.45989 3.82219 0.92448



# 4
87
Properties=species:S:1:pos:R:3 method="wB97M-V/def2-TZVPD" multiplicity=3 gap_ev="6.0 / 6.7" total_charge=-1 s2=2.032
Pd 0.09917 -0.93776 0.54484
I -1.27155 -2.20935 7.98715
C -1.46380 -1.29812 6.09980
C -2.70568 -1.27519 5.47120
C -2.79589 -0.70813 4.22144
I -4.64045 -0.65413 3.22174
C -1.68549 -0.14355 3.50092
O -1.78943 0.34679 2.34653
C -0.43533 -0.22927 4.20312
C 0.80049 0.23313 3.49797
N 1.25964 -0.74600 2.47499
C 1.33468 -2.12878 2.95511
C -0.01376 -2.80708 2.88633
C -0.49019 -3.60500 3.91311
C -1.76722 -4.13374 3.81467
C -2.53144 -3.83404 2.69805
C -1.97156 -3.04471 1.70970
N -0.73145 -2.57163 1.78367
C -0.34669 -0.77204 5.47655
H -3.57910 -1.69365 5.95204
H 0.59759 1.16841 2.97140
H 1.60033 0.38691 4.23314
H 2.15925 -0.44825 2.12232
H 2.02234 -2.66353 2.29272
H 1.71761 -2.18975 3.98045
H 0.10549 -3.75859 4.80374
H -2.17471 -4.73327 4.61862
H -3.55308 -4.17366 2.60239
H -2.53764 -2.75715 0.83314
H 0.61571 -0.80768 5.97561
C 0.78493 -3.61897 -3.56770
Ge -0.00915 -3.30577 -1.80293
C -1.74944 -4.20617 -1.80300
C 1.12497 -4.18842 -0.45891
C -0.41434 -1.41450 -1.54994
H 0.94791 -4.68447 -3.74121
H 1.73728 -3.09503 -3.63781
H 0.11763 -3.23666 -4.34164
H -1.66566 -5.22160 -2.19335
H -2.44634 -3.64729 -2.42974
H -2.15454 -4.26068 -0.79344
H 1.65428 -5.03856 -0.89414
H 0.51594 -4.54424 0.37161
H 1.85631 -3.47377 -0.08255
H -1.43844 -1.25377 -1.86406
C 3.76310 -1.78417 -1.18736
O 2.47245 -1.57897 -1.76427
C 1.85251 -0.45214 -1.36210
O 2.39124 0.36526 -0.65173
C 0.43330 -0.34484 -1.91200
C 0.08052 0.88865 -2.49938
As 1.50520 2.13748 -2.94405
C 0.93886 2.76290 -4.72359
C 0.93691 3.66497 -1.84979
C 0.35751 3.34603 -0.61411
As -0.44912 1.72505 0.14170
C -2.32828 1.86061 -0.31269
C 0.14595 3.97486 0.60213
O -0.52085 3.19169 1.43258
O 0.51568 5.13063 1.13629
C 1.50961 5.90763 0.47603
C 0.92804 5.01446 -2.37299
O 0.04638 5.82872 -2.19295
O 1.89561 5.35992 -3.29195
C 3.19724 4.80867 -3.19145
C -1.26083 1.07613 -3.04505
O -2.10362 0.23070 -3.28425
O -1.52122 2.38538 -3.29267
C -2.80720 2.66293 -3.83070
H 3.68776 -1.85480 -0.10046
H 4.43407 -0.96279 -1.43124
H 4.11780 -2.72459 -1.60078
H 1.80554 3.15704 -5.25393
H 0.16628 3.52321 -4.66694
H 0.56236 1.89512 -5.26659
H -2.53637 2.81955 -0.78344
H -2.84626 1.76218 0.64115
H -2.61371 1.03147 -0.95902
H 1.97538 6.51545 1.24642
H 1.06240 6.52458 -0.29992
H 2.26164 5.25990 0.01691
H 3.90551 5.62776 -3.32471
H 3.36925 4.06216 -3.97064
H 3.36893 4.33791 -2.22187
H -2.95933 2.14094 -4.77593
H -2.83571 3.73991 -3.98022
H -3.59371 2.36114 -3.13807



# 5
76
Properties=species:S:1:pos:R:3 method="wB97M-V/def2-TZVPD" multiplicity=3 gap_ev="8.9 / 5.0" total_charge=+2 s2=2.010
Au 0.05501 -1.46562 0.72230
N 0.44042 -0.46010 2.58089
C 1.70980 0.17285 3.04078
C 2.78982 -0.83292 3.41748
C 3.67014 -1.36495 2.24060
C 3.17388 -2.60665 1.47305
N 2.34081 -2.22766 0.32885
H -0.28783 0.26787 2.56773
H 0.11223 -1.10604 3.31705
H 1.46348 0.76926 3.95651
H 2.03876 0.92320 2.29497
H 2.37086 -1.63858 3.99815
H 3.46707 -0.28761 4.09723
H 4.64161 -1.64778 2.68395
H 3.83276 -0.52549 1.55709
H 2.57398 -3.25566 2.10911
H 4.05990 -3.16511 1.13086
H 2.16948 -3.02211 -0.28839
H 2.80181 -1.52869 -0.25255
C -4.96503 -3.16361 1.71534
N -3.73464 -2.41096 1.63294
C -3.79837 -1.13659 0.93490
C -2.48930 -3.07054 1.80186
C -1.91299 -3.64651 0.51447
C -2.40385 -4.86418 0.02236
C -1.96409 -5.35861 -1.21874
C -1.07066 -4.58428 -1.96282
C -0.52576 -3.42421 -1.44246
C -0.92970 -2.96664 -0.19200
H -5.79463 -2.51108 2.07166
H -4.84188 -4.00828 2.40286
H -5.27319 -3.57480 0.73237
H -4.39280 -0.40537 1.50038
H -4.26559 -1.29964 -0.04912
H -2.81069 -0.69753 0.81815
H -2.63811 -3.87025 2.55640
H -1.78515 -2.31005 2.21415
H -3.16402 -5.40992 0.59595
H -2.34869 -6.31941 -1.58885
H -0.81529 -4.85414 -2.97205
H 0.22361 -2.85066 -1.97714
O -1.02373 0.90446 -0.27633
P -0.08470 1.91536 -0.89156
C -0.62922 2.28785 -2.52636
C 0.15621 2.86255 -3.53104
C -0.37896 3.15976 -4.79581
C -1.71299 2.94523 -5.04492
C -2.52596 2.37584 -4.04519
C -1.98194 2.04918 -2.80093
C -0.11656 3.39674 0.09515
C -0.78442 3.36525 1.32644
C -0.79244 4.49616 2.15334
C -0.21188 5.68825 1.72281
C 0.37009 5.75360 0.45830
C 0.43073 4.61907 -0.35413
C 1.62743 1.43573 -1.12298
C 2.67327 1.98656 -0.33530
C 4.01285 1.61505 -0.52086
C 4.36118 0.71534 -1.53214
C 3.36700 0.21248 -2.36817
C 2.03077 0.57856 -2.18416
H 1.20450 3.06854 -3.37878
H 0.29522 3.55759 -5.56959
H -2.13550 3.21299 -6.02144
H -3.57782 2.17624 -4.21943
H -2.63335 1.62931 -2.02209
H -1.29139 2.44196 1.64372
H -1.29057 4.43786 3.13135
H -0.21814 6.56723 2.38133
H 0.81332 6.67641 0.09787
H 0.86682 4.69417 -1.34707
H 2.40964 2.70682 0.42444
H 4.77118 2.06378 0.11367
H 5.39672 0.41640 -1.67461
H 3.58151 -0.43703 -3.20069
H 1.29802 0.16374 -2.87110



# 6
97
Properties=species:S:1:pos:R:3 method="wB97M-V/def2-TZVPD" gap_ev=8.2
C -1.44969 5.57591 -0.54912
C -2.09369 4.27865 -0.03256
C -2.19818 3.16280 -1.08224
C -2.19646 1.77367 -0.44860
C -2.15196 0.64720 -1.48538
C -0.77802 0.03806 -1.77952
C 0.06934 -0.35828 -0.54451
C 1.48238 0.14039 -0.62726
C 2.54853 -0.70052 -0.74763
O 2.36467 -2.05359 -0.69635
C 2.61836 -2.59339 0.61015
C 1.37417 -2.68313 1.46949
C 3.89004 -0.20149 -0.94474
S 5.27742 -1.26039 -1.35373
C 6.57647 -0.68002 -0.29747
O 5.62778 -0.93836 -2.71241
O 5.03159 -2.64587 -1.05633
C 4.16682 1.12562 -0.92477
C 3.10012 2.02900 -0.74285
N 3.17789 3.36540 -0.70441
S 1.67248 3.88030 -0.50060
N 0.87524 2.50852 -0.45623
C 1.77447 1.52810 -0.60945
H -2.16342 6.39849 -0.54925
H -1.04037 5.46175 -1.55182
H -0.64005 5.90095 0.10540
H -1.49354 3.90797 0.80340
H -3.08815 4.46151 0.37156
H -1.37870 3.25603 -1.79858
H -3.13817 3.30340 -1.62085
H -3.11995 1.67970 0.12796
H -1.35968 1.73264 0.24592
H -2.51341 1.06504 -2.42894
H -2.85451 -0.14988 -1.23710
H -0.19270 0.68946 -2.42971
H -0.94741 -0.87636 -2.35021
H 0.13973 -1.44296 -0.51492
H -0.39929 -0.04136 0.38641
H 3.08002 -3.56923 0.48022
H 3.36324 -1.97723 1.12067
H 1.63500 -3.22005 2.38176
H 1.04021 -1.68897 1.76807
H 0.56579 -3.20067 0.95772
H 7.35030 -1.43990 -0.28584
H 6.17110 -0.50259 0.69642
H 6.94209 0.25852 -0.70032
H 5.16171 1.50852 -1.09322
C -7.24066 5.67393 2.18176
C -6.04955 6.60263 2.07406
O -5.26040 5.96846 1.08611
C -6.09350 5.24542 0.28181
O -5.79536 4.79582 -0.76941
O -7.31256 5.13134 0.86083
F -5.34815 6.67719 3.22947
H -7.04377 4.87434 2.89713
H -8.16825 6.17786 2.43670
H -6.29044 7.61449 1.74393
C -1.41144 -5.01600 -2.13444
C -1.46550 -5.74989 -0.81241
O -2.65305 -5.23322 -0.23467
C -3.48492 -4.85109 -1.25293
O -4.63344 -4.60898 -1.11683
O -2.79984 -4.80136 -2.41476
F -0.41666 -5.44737 -0.00900
H -0.90575 -4.05594 -2.02042
H -0.94137 -5.58187 -2.93272
H -1.54607 -6.83467 -0.89229
C 3.99678 7.91209 -0.30863
C 3.96084 7.13096 0.98755
O 2.74054 7.55290 1.56431
C 1.90516 7.92303 0.54890
O 0.74028 8.08625 0.65724
O 2.60482 8.05204 -0.60458
F 4.98801 7.45340 1.80953
H 4.44307 8.89575 -0.15650
H 4.50751 7.39532 -1.11598
H 3.94251 6.04669 0.85713
C -3.39868 -5.39340 2.94478
C -3.32479 -6.83232 3.40549
O -3.52151 -6.71849 4.80066
C -4.24711 -5.58464 5.03271
O -4.77424 -5.32016 6.05672
O -4.27958 -4.81942 3.91657
F -2.11177 -7.39050 3.16612
H -2.42114 -4.91286 3.00914
H -3.79855 -5.27807 1.94356
H -4.09533 -7.48255 2.98792
C 4.14813 -5.44843 -2.47339
C 2.85226 -5.47406 -1.70363
O 2.48866 -6.84110 -1.74378
C 3.63714 -7.57262 -1.88081
O 3.70991 -8.74123 -1.71774
O 4.66582 -6.76134 -2.21125
F 1.87873 -4.73615 -2.29400
H 3.96624 -5.33838 -3.54366
H 4.83166 -4.67601 -2.13986
H 2.94565 -5.16117 -0.66466